This record from OMol25 describes a cluster of 19 separate species, C81H140O43PS12 in total in a non-equilibrium geometry. The level of theory is the ωB97M-V functional and the def2-TZVPD basis.

```
277
Properties=species:S:1:pos:R:3:mulliken_spin:R:1
C -1.45924 3.25532 3.80763 0.000
C -2.18738 2.15014 2.99874 0.000
C -1.31191 0.99427 2.58527 0.001
C -0.25609 1.47302 1.42437 0.000
P 0.89276 0.23132 0.81195 0.001
C 1.84183 -0.47609 2.15313 0.000
C 2.87173 0.42682 2.97944 0.000
C 2.20482 1.24049 4.03473 0.001
C 1.51541 0.46688 5.25762 0.000
C -0.10922 -1.14507 0.18307 0.001
C 0.63208 -2.22827 -0.63917 -0.001
C -0.27029 -3.32235 -1.07841 0.001
C -1.19274 -3.05838 -2.31949 0.001
C 2.11100 0.79750 -0.43769 0.000
C 1.60515 1.77217 -1.57372 0.000
C 0.50484 1.19220 -2.48953 0.000
C 0.32405 1.98246 -3.80409 0.000
H -0.94909 3.98542 3.17929 0.000
H -0.64929 2.83420 4.40323 0.000
H -2.06388 3.68773 4.60484 0.000
H -2.82818 2.62350 2.25484 0.000
H -3.06550 1.82327 3.55566 0.000
H -2.04733 0.26441 2.24679 0.000
H -0.91913 0.57580 3.51193 0.000
H 0.39178 2.17501 1.94934 0.000
H -0.74887 2.04415 0.63757 0.000
H 2.40186 -1.20702 1.56984 0.000
H 1.17945 -1.14460 2.70309 0.000
H 3.36369 1.08449 2.26282 0.000
H 3.73565 -0.04691 3.44562 0.000
H 1.54121 2.02132 3.66321 0.000
H 2.99359 1.83991 4.48928 0.000
H 0.59012 0.05832 4.85141 0.000
H 1.30516 1.08225 6.13238 0.000
H 2.16235 -0.27675 5.72299 0.000
H -1.06828 -0.91704 -0.28199 0.000
H -0.41871 -1.61188 1.11816 0.000
H 1.37594 -2.71572 -0.00897 0.000
H 1.24252 -1.77190 -1.41840 0.000
H -0.80263 -3.80460 -0.25857 0.000
H 0.36235 -4.16081 -1.36972 0.000
H -1.93183 -3.83363 -2.52158 -0.001
H -0.54878 -3.16889 -3.19194 0.000
H -1.73411 -2.11335 -2.27553 0.000
H 2.57147 -0.10089 -0.84874 0.000
H 2.87407 1.34097 0.11950 0.000
H 2.42052 2.16802 -2.17918 0.000
H 1.15928 2.68455 -1.17766 0.000
H -0.45526 1.34275 -1.99593 0.000
H 0.67346 0.12970 -2.66492 0.000
H -0.45337 1.67148 -4.50195 0.000
H 1.27944 1.77071 -4.28421 0.000
H 0.37040 3.04924 -3.58514 0.000
C 6.43527 3.38964 -5.37220 0.000
C 6.56823 2.69789 -4.01542 0.000
O 5.35544 2.77621 -3.29313 0.000
S 4.48636 4.01309 -3.91916 0.000
O 4.18143 5.06863 -2.92187 0.000
O 3.40885 3.40074 -4.73422 0.000
O 5.65145 4.51331 -5.00567 0.000
H 5.87599 2.86069 -6.14390 0.000
H 7.39158 3.69018 -5.80028 0.000
H 7.26833 3.23913 -3.37902 0.000
H 6.80663 1.65159 -4.20650 0.000
C -4.61097 2.78069 -0.75393 0.000
C -6.05614 2.10702 -0.73734 0.001
O -5.81448 0.70897 -0.87786 -0.016
S -4.26226 0.26283 -1.11557 0.020
O -4.25553 -0.61150 -2.27777 -0.002
O -3.70971 -0.12545 0.17299 0.004
O -3.75312 1.78277 -1.38965 0.000
H -4.29299 2.97722 0.26997 0.000
H -4.58793 3.69709 -1.34366 0.000
H -6.75731 2.53601 -1.45318 0.000
H -6.53131 2.18693 0.24038 0.000
C 4.08434 -3.12117 3.94079 0.000
C 4.00763 -4.69614 4.32851 0.000
O 2.88422 -4.86575 5.03754 0.000
S 2.47208 -3.41118 5.80854 0.000
O 3.29699 -3.24150 6.99448 0.000
O 1.01788 -3.38553 5.94572 0.000
O 2.98910 -2.54345 4.53692 0.000
H 3.91773 -2.98659 2.87204 0.000
H 5.00874 -2.62190 4.23117 0.000
H 4.91041 -4.87653 4.91209 0.000
H 3.91711 -5.42823 3.52606 0.000
C -2.10090 8.16731 0.40265 0.000
C -1.27378 8.15235 1.63686 0.000
O -1.73164 6.95645 2.20918 0.000
S -1.89345 5.66995 1.10268 0.000
O -3.10404 4.83058 1.32470 0.000
O -0.57069 5.06322 0.97967 0.000
O -2.21466 6.84000 -0.02006 0.000
H -1.71881 8.73556 -0.44541 0.000
H -3.11134 8.51789 0.61285 0.000
H -1.42964 8.95147 2.36156 0.000
H -0.21145 8.02898 1.42627 0.000
C -3.29036 0.94960 -5.71374 0.000
C -4.25484 0.58931 -6.82044 0.000
O -3.42474 0.29419 -7.94125 0.000
S -1.77850 0.22725 -7.54390 0.000
O -0.85159 0.85859 -8.50249 0.000
O -1.42537 -1.06920 -7.03757 0.000
O -2.08346 1.19868 -6.24646 0.000
H -3.24507 0.25452 -4.87533 0.000
H -3.51287 1.91341 -5.25588 0.000
H -4.87555 1.43744 -7.10940 0.000
H -4.84507 -0.25480 -6.46379 0.000
C 4.77738 -3.69145 -5.55869 0.000
C 4.70303 -5.16138 -5.07714 0.000
O 4.60581 -4.91815 -3.66944 0.000
S 3.53707 -3.60457 -3.32151 0.000
O 3.83261 -2.99842 -2.01288 0.000
O 2.17202 -4.02673 -3.65529 0.000
O 4.35421 -2.83308 -4.51529 0.000
H 4.28851 -3.59991 -6.52860 0.000
H 5.77919 -3.39557 -5.87004 0.000
H 5.71476 -5.54547 -5.20745 0.000
H 3.91754 -5.74347 -5.55909 0.000
C -1.58411 2.72983 9.15890 0.000
C -2.62611 1.66362 9.46795 0.000
O -1.99634 0.42169 9.15431 0.000
S -0.84527 0.60374 8.04397 0.000
O -1.44115 0.82375 6.71572 0.000
O 0.22409 -0.37932 8.15525 0.000
O -0.45146 2.03620 8.68547 0.000
H -1.20552 3.33560 9.98219 0.000
H -1.91212 3.38769 8.35408 0.000
H -3.47356 1.75731 8.78887 0.000
H -3.01841 1.77620 10.47866 0.000
O -4.73068 -1.26261 8.23657 0.000
S -4.79793 -0.59586 6.91994 0.000
O -4.96205 0.86787 6.70178 0.000
O -3.38905 -1.02166 6.11541 -0.001
C -3.08278 -2.39753 6.07801 0.000
C -1.86935 -2.50204 5.13053 -0.001
C -6.03317 -1.42283 5.94886 0.001
H -3.84112 -3.14088 5.83211 0.001
H -2.73921 -2.70094 7.06695 0.000
H -1.52559 -3.53627 5.14808 0.000
H -1.04476 -1.81759 5.32968 0.000
H -2.04283 -2.20734 4.09556 0.000
H -6.19214 -0.97356 4.96857 0.000
H -6.92034 -1.37569 6.58036 0.000
H -5.66683 -2.44941 5.95554 0.000
O -2.30003 -6.42903 -6.46437 0.000
S -1.80110 -5.04624 -6.74396 0.000
O -1.42151 -4.13634 -5.68837 0.000
O -0.54055 -5.02646 -7.81583 0.000
C 0.21890 -3.90959 -7.99060 0.000
C 1.53294 -4.33833 -7.34480 0.000
C -3.09002 -4.28343 -7.86882 0.000
H -0.14123 -3.00133 -7.50741 0.000
H 0.43933 -3.64810 -9.02555 0.000
H 2.20508 -3.49204 -7.20298 0.000
H 2.07957 -5.05427 -7.95860 0.000
H 1.43671 -4.82107 -6.37227 0.000
H -2.83681 -3.22336 -7.85318 0.000
H -4.03397 -4.42604 -7.34277 0.000
H -2.95227 -4.70958 -8.86256 0.000
O 7.37783 2.01061 7.06188 0.000
S 6.22528 2.21829 6.20711 0.000
O 6.24111 1.92404 4.81070 0.000
O 4.82250 1.62379 6.84123 0.000
C 4.71460 1.62191 8.30471 0.000
C 3.36460 0.97643 8.57380 0.000
C 5.65749 3.96616 6.43866 0.000
H 4.82979 2.62476 8.71595 0.000
H 5.45459 0.96999 8.76893 0.000
H 2.63407 1.76076 8.37564 0.000
H 3.37348 0.83634 9.65472 0.000
H 3.23991 0.02857 8.05025 0.000
H 5.89077 4.23287 7.46946 0.000
H 4.57448 3.88164 6.34891 0.000
H 6.18685 4.61188 5.73800 0.000
O 2.19254 3.51738 0.80514 0.000
S 3.20235 4.42677 1.47245 0.000
O 3.62965 4.17113 2.84279 0.000
O 4.50401 4.36028 0.45761 0.000
C 5.63665 5.03490 0.87548 0.000
C 6.66203 4.91273 -0.35403 0.000
C 2.75069 6.22493 1.11054 0.000
H 6.04521 4.60525 1.79013 0.000
H 5.54750 6.09852 1.09653 0.000
H 6.28307 5.21050 -1.33170 0.000
H 7.07239 3.92516 -0.56477 0.000
H 7.55785 5.50022 -0.15292 0.000
H 2.07765 6.45790 1.93568 0.000
H 2.22156 6.15435 0.16021 0.000
H 3.70592 6.74899 1.07897 0.000
O 0.45392 -4.19452 2.54512 0.000
S 0.04610 -5.56647 2.23561 0.000
O -0.80152 -5.90491 1.11411 0.000
O 1.33714 -6.64443 2.31907 0.000
C 1.14658 -7.98214 1.98749 0.000
C 2.50300 -8.66412 2.22773 0.000
C -0.88754 -6.14733 3.75695 0.000
H 0.73096 -8.03096 0.98103 0.000
H 0.45185 -8.42131 2.70345 0.000
H 2.35849 -9.72492 2.02297 0.000
H 2.70352 -8.59811 3.29709 0.000
H 3.28620 -8.30867 1.55814 0.000
H -0.24616 -5.81434 4.57296 0.000
H -1.07725 -7.21603 3.65713 0.000
H -1.87963 -5.69952 3.69934 0.000
C -4.92336 -2.79933 -4.62008 -0.002
C -4.57997 -4.05723 -4.18541 0.004
C -5.49196 -5.05595 -4.31320 0.008
C -6.79500 -4.77068 -4.72871 -0.002
C -7.05270 -3.51762 -5.22253 0.007
C -6.12636 -2.50897 -5.11875 0.005
H -4.11652 -2.08219 -4.65358 -0.001
H -3.55483 -4.31387 -3.96266 0.001
H -5.22328 -6.04115 -3.96165 0.002
H -7.60211 -5.48569 -4.78973 0.000
H -7.99353 -3.23238 -5.66960 0.000
H -6.41016 -1.55480 -5.53759 0.000
C 4.59120 -0.49479 -7.39244 0.000
C 4.68407 -0.20461 -5.98630 0.000
C 3.43987 -0.03727 -5.31330 0.000
C 2.26608 -0.22311 -5.99101 0.000
C 2.27399 -0.61150 -7.28294 0.000
C 3.42748 -0.88786 -7.95839 0.000
H 5.55557 -0.81315 -7.75992 0.000
H 5.62902 -0.29369 -5.47098 0.000
H 3.37459 0.13527 -4.24917 0.000
H 1.25965 -0.16018 -5.60430 0.000
H 1.30849 -0.73436 -7.75106 0.000
H 3.46686 -1.29918 -8.95621 0.000
C 6.05123 0.11297 1.77399 0.000
C 6.06506 -1.20396 1.42836 0.000
C 6.02354 -1.59942 0.07355 0.000
C 5.79407 -0.57330 -0.89742 0.000
C 5.64482 0.74279 -0.54101 0.000
C 5.86282 1.10729 0.81177 0.000
H 6.25054 0.39005 2.79864 0.000
H 6.33153 -1.97722 2.13367 0.000
H 6.10720 -2.61690 -0.27877 0.000
H 5.65901 -0.91494 -1.91302 0.000
H 5.52386 1.56170 -1.23466 0.000
H 5.80366 2.11019 1.20811 0.000
C -4.91804 -4.31405 0.41775 -0.003
C -5.24011 -3.47216 -0.65318 0.132
C -6.53832 -2.90921 -0.73768 0.167
C -7.50723 -3.24519 0.23654 0.038
C -7.20404 -4.05666 1.30079 0.175
C -5.87152 -4.57037 1.39795 0.244
H -3.87906 -4.60786 0.44254 0.010
H -4.52497 -3.10015 -1.37192 0.115
H -6.74456 -2.28432 -1.59406 0.057
H -8.50861 -2.84838 0.15772 -0.005
H -7.95530 -4.43155 1.98011 -0.001
H -5.70308 -5.26220 2.20999 0.009
C -0.73576 7.50117 -6.08639 0.000
C 0.12232 6.41074 -6.16514 0.000
C 0.55315 5.88766 -4.97153 0.000
C 0.33097 6.59375 -3.76750 0.000
C -0.61392 7.62298 -3.66191 0.000
C -1.17585 8.03579 -4.86358 0.000
H -1.18012 7.72230 -7.04559 0.000
H 0.45045 6.01552 -7.11516 0.000
H 1.23439 5.04984 -4.95222 0.000
H 0.76381 6.25307 -2.83853 0.000
H -0.93044 8.11980 -2.75671 0.000
H -1.78238 8.92913 -4.88517 0.000
C -8.29069 -0.12597 1.31648 -0.005
C -6.94758 -0.14760 1.71204 0.006
C -6.47145 0.90101 2.45998 0.005
C -7.28437 1.90561 2.91135 0.001
C -8.59196 1.92547 2.49666 0.002
C -9.14782 0.92167 1.68557 -0.002
H -8.66877 -0.97530 0.76686 0.005
H -6.35009 -0.98224 1.37619 0.019
H -5.42705 0.88872 2.73472 0.003
H -6.91706 2.64531 3.60730 0.000
H -9.18336 2.79158 2.75455 0.000
H -10.18048 0.96719 1.37262 0.000
```

Output
LUMO energy (alpha / beta) = -5.15 / -9.33 eV
Multiplicity = 2
Net charge = +2
Gap between HOMO and LUMO (alpha / beta) = 0.2389 / 0.0855 Ha